[1]
This record from the OMol25 dataset describes 3 unconnected molecules or ions with the total composition C6H14O2 at a distorted geometry. The level of theory is ωB97M-V/def2-TZVPD.

Last column: natural (NBO) charge in e.
CARTESIAN COORDINATES (ANGSTROEM)
C (1.24, 2.51, 1.19)  -0.400
C (0.31, 1.72, 0.61)  -0.145
C (-0.41, 0.66, 1.37)  -0.467
C (0.24, -0.54, 0.90)  -0.208
C (-0.42, -1.53, 0.40)  -0.162
C (0.33, -2.85, 0.10)  -0.654
H (1.94, 3.38, 0.78)  0.197
H (1.38, 2.68, 2.21)  0.186
H (0.00, 1.86, -0.30)  0.168
H (-1.48, 0.73, 1.13)  0.200
H (-0.29, 0.85, 2.46)  0.219
H (1.32, -0.88, 1.15)  0.212
H (-1.46, -1.56, 0.16)  0.190
H (0.56, -2.89, -0.97)  0.222
H (-0.62, -3.53, 0.08)  0.212
H (1.20, -2.99, 0.79)  0.224
O (1.40, -1.16, -3.06)  -0.927
H (0.76, -1.67, -3.37)  0.458
H (1.17, -0.25, -3.16)  0.470
O (-2.63, 1.88, -1.11)  -0.945
H (-1.75, 1.67, -1.33)  0.467
H (-2.79, 1.92, -0.05)  0.482

gap between HOMO and LUMO: 9.78 eV
HOMO: -0.338 hartree
SMILES string: C=CC/C=C/C.O.O
energy relative to the best compared isomer or geometry (same formula, charge and spin): 4.532 eV


[2]
This record from the OMol25 dataset describes 2 unconnected molecules or ions with the total composition C6H14O2 at a distorted geometry. The level of theory is ωB97M-V/def2-TZVPD.

Last column: Löwdin spin population.
CARTESIAN COORDINATES (ANGSTROEM)
O (-1.46, -1.28, -2.03)  0.501
C (-0.34, -1.22, -1.72)  0.162
C (0.28, -0.21, -0.67)  0.154
C (-0.74, 0.11, 0.47)  0.029
C (-0.34, -0.61, 1.75)  0.004
C (-0.89, 1.65, 0.59)  0.032
C (-2.14, 2.19, -0.08)  0.005
H (0.43, -1.89, -2.15)  0.086
H (0.37, 0.71, -1.26)  0.004
H (1.18, -0.66, -0.27)  0.002
H (-1.74, -0.28, 0.27)  0.003
H (0.73, -0.85, 1.81)  0.000
H (-0.76, -0.10, 2.62)  0.002
H (-0.90, -1.55, 1.82)  0.000
H (0.04, 2.12, 0.26)  0.002
H (-0.94, 1.87, 1.66)  0.009
H (-1.97, 2.68, -1.03)  0.000
H (-2.92, 1.44, -0.10)  0.001
H (-2.56, 3.02, 0.51)  0.002
H (4.95, -3.06, -1.20)  0.000
H (5.17, -1.66, -0.65)  0.000
O (4.55, -2.41, -0.60)  0.000

expectation value of S²: 0.76
gap between HOMO and LUMO (alpha / beta): 9.02 / 4.94 eV
2S+1: 2
charge: +1
HOMO (alpha / beta): -0.529 / -0.529 hartree
energy relative to the best compared isomer or geometry (same formula, charge and spin): 1.593 eV


[3]
This record from the OMol25 dataset describes a molecular structure, C6H14O3 at a distorted geometry. The level of theory is ωB97M-V/def2-TZVPD.

Last column: natural (NBO) charge in e.
CARTESIAN COORDINATES (ANGSTROEM)
C (1.66, -0.45, -0.07)  -0.048
C (1.45, -1.52, -1.05)  -0.716
C (1.30, -0.75, 1.35)  -0.647
C (0.76, 1.18, -0.61)  -0.757
H (2.64, 0.02, -0.15)  0.193
H (0.32, -1.46, -1.31)  0.290
H (1.56, -2.53, -0.64)  0.213
H (2.01, -1.39, -1.97)  0.209
H (1.33, 0.14, 1.98)  0.206
H (0.31, -1.20, 1.41)  0.224
H (2.00, -1.48, 1.76)  0.211
H (-0.16, 1.72, -0.74)  0.218
H (1.23, 1.33, -1.58)  0.203
H (1.27, 1.76, 0.14)  0.195
C (-2.09, 0.85, 1.43)  -0.260
C (-1.54, -0.08, -0.70)  1.013
O (-1.75, -0.27, 0.61)  -0.503
O (-2.26, 0.97, -1.20)  -0.714
O (-1.28, -1.05, -1.42)  -0.627
H (-2.27, 0.88, -2.17)  0.509
H (-1.30, 1.60, 1.39)  0.192
H (-3.03, 1.29, 1.11)  0.196
H (-2.18, 0.46, 2.44)  0.202

gap between HOMO and LUMO: 10.01 eV
HOMO: -0.343 hartree
energy relative to the best compared isomer or geometry (same formula, charge and spin): 3.145 eV


[4]
This record from the OMol25 dataset describes C6H14O3 in the gas phase at a distorted geometry. The level of theory is ωB97M-V/def2-TZVPD.

Last column: natural (NBO) charge in e.
CARTESIAN COORDINATES (ANGSTROEM)
C (2.40, 0.54, 0.57)  -0.625
C (1.08, -0.43, 0.13)  -0.246
C (1.42, -1.10, -1.19)  -0.612
C (-0.03, 0.56, 0.09)  0.528
O (-0.41, 1.23, 1.22)  -0.737
O (0.08, 1.41, -0.98)  -0.717
C (-1.42, -0.60, 0.00)  0.063
C (-2.68, 0.15, -0.39)  -0.665
O (-1.45, -1.11, 1.33)  -0.741
H (2.60, 1.27, -0.20)  0.219
H (2.27, 0.99, 1.55)  0.187
H (3.24, -0.15, 0.66)  0.204
H (0.95, -1.14, 0.95)  0.234
H (2.41, -1.57, -1.12)  0.213
H (1.45, -0.37, -1.99)  0.226
H (0.69, -1.86, -1.44)  0.209
H (0.25, 1.08, 1.94)  0.488
H (-0.66, 2.03, -0.95)  0.483
H (-1.28, -1.45, -0.67)  0.173
H (-2.67, 0.41, -1.44)  0.217
H (-2.77, 1.08, 0.19)  0.205
H (-3.57, -0.45, -0.18)  0.218
H (-1.91, -0.52, 1.94)  0.476

gap between HOMO and LUMO: 9.29 eV
HOMO: -0.315 hartree
SMILES string: CC(C)C(O)(O)[C@H](C)O
energy relative to the best compared isomer or geometry (same formula, charge and spin): 1.622 eV


[5]
This record from the OMol25 dataset describes a molecular structure, C6H14O6STl at a distorted geometry. The level of theory is ωB97M-V/def2-TZVPD.

Last column: Mulliken charge in e.
CARTESIAN COORDINATES (ANGSTROEM)
Tl (-0.26, -0.78, 1.67)  1.192
C (-1.51, 2.78, 2.71)  -1.112
C (-0.41, 1.92, 2.69)  -0.159
O (-1.16, 0.61, 2.77)  -0.473
H (-2.21, 2.42, 3.55)  0.285
H (-2.08, 2.67, 1.79)  0.273
H (-1.02, 3.68, 2.91)  0.381
H (0.22, 1.77, 3.49)  0.362
H (0.28, 1.97, 1.83)  0.327
C (-1.21, -3.97, 1.24)  -1.055
C (-0.77, -3.10, 0.03)  -0.182
O (0.31, -2.18, 0.39)  -0.450
H (-0.36, -4.12, 1.95)  0.285
H (-1.53, -5.03, 0.98)  0.336
H (-2.01, -3.50, 1.75)  0.347
H (-1.63, -2.55, -0.44)  0.284
H (-0.26, -3.67, -0.79)  0.306
C (2.08, 0.53, -3.48)  -0.255
C (1.26, 1.87, -3.29)  -0.461
O (1.09, 2.10, -1.92)  -0.286
S (1.05, 0.69, -1.21)  1.345
O (-0.29, 0.42, -0.87)  -0.623
O (1.91, 0.75, -0.09)  -0.634
O (1.62, -0.26, -2.35)  -0.289
H (3.19, 0.59, -3.40)  0.303
H (1.72, -0.02, -4.38)  0.272
H (0.28, 1.70, -3.75)  0.316
H (1.70, 2.69, -3.75)  0.363

gap between HOMO and LUMO: 9.47 eV
charge: +1
HOMO: -0.528 hartree